102
Properties=species:S:1:pos:R:3:lowdin_charge:R:1 method="wB97M-V/def2-TZVPD" total_charge=+2 fmax_ha_per_bohr=0.022 de_lowest_kj_mol=52.2
Zr -0.076 -0.052 -0.441 1.59
C -3.016 0.121 3.823 -0.06
C -3.359 0.893 2.558 -0.37
C -4.176 2.147 2.907 -0.03
C -2.163 1.318 1.743 -0.20
C -0.847 1.218 2.186 -0.03
C 0.201 1.855 1.498 -0.12
C -0.032 2.566 0.317 -0.35
C 1.015 3.414 -0.347 -0.02
C -1.337 2.514 -0.209 -0.05
C -2.367 1.904 0.484 0.00
H -3.933 -0.214 4.305 0.10
H -2.490 0.753 4.541 0.09
H -2.404 -0.764 3.635 0.07
H -3.973 0.264 1.906 0.13
H -3.594 2.831 3.526 0.10
H -5.064 1.859 3.468 0.09
H -4.505 2.686 2.019 0.08
H -0.623 0.709 3.115 0.13
H 1.191 1.854 1.936 0.10
H 1.440 2.930 -1.229 0.07
H 1.813 3.665 0.347 0.08
H 0.567 4.349 -0.683 0.11
H -1.538 2.988 -1.162 0.14
H -3.365 1.908 0.061 0.15
C 3.710 1.409 1.171 -0.27
As 2.878 0.103 -0.019 1.13
C 3.627 0.633 -1.736 -0.25
C 3.992 -1.413 0.532 -0.33
C 3.671 -2.830 0.059 -0.67
C 3.430 -2.865 -1.451 -0.06
C 2.470 -3.398 0.807 -0.33
As 0.646 -2.718 0.516 1.13
C -0.054 -3.922 -0.833 -0.25
C -0.102 -3.479 2.150 -0.25
C 4.894 -3.727 0.351 -0.37
As 5.619 -4.254 2.138 1.16
C 4.202 -5.488 2.714 -0.34
C 5.190 -2.777 3.370 -0.35
H 4.789 1.247 1.149 0.05
H 3.368 1.266 2.196 0.04
H 3.510 2.428 0.850 0.02
H 4.714 0.556 -1.691 0.05
H 3.358 1.667 -1.953 0.03
H 3.261 -0.014 -2.530 0.02
H 3.998 -1.368 1.624 0.05
H 5.000 -1.131 0.207 0.10
H 2.571 -2.260 -1.749 0.03
H 3.246 -3.889 -1.782 0.10
H 4.306 -2.499 -1.991 0.10
H 2.637 -3.330 1.883 0.05
H 2.376 -4.466 0.582 0.09
H 0.284 -4.935 -0.611 0.05
H 0.299 -3.618 -1.816 0.02
H -1.142 -3.875 -0.811 0.03
H 0.320 -4.480 2.258 0.05
H -1.182 -3.560 2.087 0.02
H 0.184 -2.885 3.017 0.04
H 5.750 -3.310 -0.188 0.07
H 4.709 -4.700 -0.118 0.07
H 4.010 -6.210 1.920 0.02
H 3.271 -4.993 2.988 0.00
H 4.571 -6.037 3.578 0.02
H 5.786 -1.897 3.136 0.02
H 5.490 -3.117 4.361 0.02
H 4.133 -2.512 3.416 0.00
Br 0.089 2.804 -7.378 0.82
C 0.498 1.248 -6.407 -0.67
C 0.946 0.110 -7.074 -0.07
C 1.246 -1.049 -6.371 -0.03
C 1.103 -1.083 -4.996 0.01
C 0.659 0.065 -4.334 -0.15
C 0.351 1.234 -5.033 -0.04
C 0.491 0.043 -2.901 -0.56
O 0.055 1.057 -2.232 -0.14
O 0.734 -0.985 -2.168 -0.23
H 1.056 0.136 -8.149 0.12
H 1.588 -1.922 -6.908 0.12
H 1.326 -1.980 -4.435 0.12
H 0.000 2.110 -4.508 0.12
C -2.880 -3.004 -4.142 -0.08
N -3.159 -1.588 -4.063 -0.27
C -4.473 -1.196 -4.529 -0.08
C -2.589 -0.911 -2.930 -0.17
C -2.921 -1.383 -1.519 -0.20
C -4.135 -2.027 -1.287 -0.02
C -4.488 -2.493 -0.032 -0.04
C -3.629 -2.294 1.037 -0.08
C -2.434 -1.627 0.819 -0.23
C -2.031 -1.166 -0.443 -0.26
H -3.095 -3.361 -5.149 0.09
H -3.460 -3.619 -3.439 0.08
H -1.819 -3.179 -3.944 0.08
H -4.558 -1.424 -5.593 0.09
H -4.601 -0.121 -4.407 0.09
H -5.308 -1.699 -4.024 0.08
H -2.830 0.156 -3.016 0.13
H -1.509 -1.003 -3.043 0.08
H -4.811 -2.184 -2.115 0.10
H -5.429 -3.007 0.109 0.12
H -3.892 -2.642 2.028 0.12
H -1.791 -1.466 1.681 0.05